Entry 1:
Here is a single C25H27N3O3 molecule from the OMol25 dataset. Energies are from ωB97M-V with the def2-TZVPD basis set.

Structure (XYZ):
```
58
Properties=species:S:1:pos:R:3
O 0.882 0.046 1.396
O 1.354 -0.221 -2.951
O -2.071 1.788 0.507
N 3.211 -3.425 0.515
N -0.539 -0.515 -0.277
N 2.263 0.327 -0.951
C 1.195 -3.900 1.683
C 2.554 -4.065 1.466
C 0.508 -3.001 0.886
C -0.189 0.204 0.816
C -2.679 2.736 1.226
C 2.650 2.739 -0.891
C -1.122 1.235 1.294
C 4.700 2.306 0.252
C 3.138 1.381 -1.416
C 4.545 1.206 -0.812
C 2.553 -2.564 -0.237
C -2.924 -1.270 1.279
C -1.122 1.849 2.523
C -1.921 -0.073 -2.203
C -2.144 2.819 2.478
C -4.215 -0.765 -0.796
C -5.467 -1.133 -0.059
C 3.284 2.828 0.493
C 1.423 -0.344 -1.743
C 0.476 -1.307 -0.984
C -3.151 -0.029 -2.828
C -2.975 -0.825 -0.153
C -1.831 -0.460 -0.870
C -4.290 -0.368 -2.123
C 1.197 -2.282 -0.084
H 4.628 0.215 -0.366
H 3.277 3.841 0.893
H 2.750 2.179 1.189
H -3.381 -2.254 1.381
H -1.026 0.194 -2.743
H -3.218 0.276 -3.861
H -0.555 -2.863 1.014
H -5.254 -0.327 -2.610
H -1.909 -1.316 1.662
H 5.325 3.113 -0.133
H 3.132 1.330 -2.507
H -2.437 3.486 3.262
H -3.485 -0.581 1.911
H -6.338 -1.002 -0.696
H 5.160 1.929 1.164
H 0.685 -4.462 2.450
H 3.027 3.537 -1.532
H 1.562 2.795 -0.870
H -0.060 -1.881 -1.750
H -3.467 3.283 0.745
H 3.138 -2.085 -1.011
H -5.433 -2.172 0.267
H -5.590 -0.512 0.828
H 5.311 1.290 -1.580
H -0.471 1.618 3.340
H 2.192 0.197 0.053
H 3.143 -4.746 2.065
```

As for the spin multiplicity: 1. The molar mass comes out at 417.5 g/mol. For the HOMO energy, the calculation gives -8.79 eV. The SMILES is Cc1cccc(N(C(=O)c2ccco2)[C@@H](C(=O)NC2CCCC2)c2cccnc2)c1C.

Mulliken population analysis, charges in e, atoms 1 to 4: -0.7545 -0.7523 -0.2230 -0.7107

Entry 2:
Here is a single C25H27N3O4 molecule from the OMol25 dataset. Energies are from ωB97M-V with the def2-TZVPD basis set.

Structure (XYZ):
```
59
Properties=species:S:1:pos:R:3
O 3.229 -0.696 4.143
O -1.924 -3.245 1.528
O -0.945 2.552 -4.321
O 0.927 -1.625 -1.633
N -1.135 2.476 -2.096
N -2.027 -1.467 -2.502
N -0.302 -2.336 0.176
C 0.037 3.342 -3.811
C 1.006 4.086 -4.454
C 0.930 -0.803 3.309
C 2.255 -1.119 6.353
C 0.081 -1.214 2.298
C 1.874 -0.453 7.668
C 1.941 -2.162 1.108
C -2.275 -0.394 -1.546
C -1.596 2.070 -3.228
C 2.787 -1.741 2.110
C -1.497 -2.992 0.434
C 2.829 -0.104 5.362
C -3.281 0.592 -2.133
C -1.410 -0.930 -3.703
C -2.763 1.170 -3.450
C -0.076 3.300 -2.408
C 1.873 4.796 -3.643
C 0.804 4.016 -1.609
C 2.295 -1.063 3.228
C -2.120 -3.350 -0.898
C 0.579 -1.900 1.202
C -1.298 -2.596 -1.940
C 1.773 4.760 -2.252
C -0.058 -2.137 -1.170
C -2.386 0.019 -4.390
H -3.450 1.396 -1.417
H -2.688 -0.819 -0.629
H 2.742 0.018 8.124
H -3.291 -0.532 -4.651
H 1.381 -1.604 5.914
H 2.477 5.332 -1.665
H -4.222 0.075 -2.323
H -3.175 -3.082 -0.923
H 3.847 -1.931 2.054
H 0.509 -0.275 4.150
H -2.050 -4.431 -1.028
H 2.333 -2.686 0.251
H -0.975 -1.007 2.370
H -1.180 -1.761 -4.376
H -0.999 -3.236 -2.775
H 1.080 4.108 -5.529
H 1.116 0.311 7.505
H -0.470 -0.403 -3.475
H 3.748 0.329 5.769
H 1.476 -1.188 8.362
H -1.354 0.152 -1.293
H -3.548 1.772 -3.924
H 0.725 3.984 -0.535
H 2.117 0.712 5.186
H -1.937 0.410 -5.304
H 3.006 -1.892 6.529
H 2.648 5.393 -4.099
```

As for the spin multiplicity: 1. The molar mass comes out at 433.5 g/mol. For the HOMO energy, the calculation gives -8.34 eV. The SMILES is CCCOc1ccc(N2C(=O)C[C@@H](N3CCC(c4nc5ccccc5o4)CC3)C2=O)cc1.

Mulliken population analysis, charges in e, atoms 1 to 4: -0.4434 -0.6094 -0.3671 -0.6181

Entry 3:
Here is an isolated ion of composition C25H27N4O and charge +1 from the OMol25 dataset. Energies are from ωB97M-V with the def2-TZVPD basis set.

Structure (XYZ):
```
57
Properties=species:S:1:pos:R:3
O -0.016 2.064 -2.301
N -0.658 -2.070 -0.531
N -0.407 -2.034 0.673
N -0.409 1.176 -0.132
N -1.023 -2.236 -1.611
C 1.134 -1.594 2.472
C 1.821 -1.142 0.114
C -3.841 3.054 -2.982
C 2.116 -2.381 -0.446
C 3.131 -2.493 -1.400
C -2.593 2.765 -2.440
C 2.406 -1.337 2.996
C 0.634 -2.931 4.452
C 0.047 0.300 1.168
C 0.249 -2.366 3.226
C -1.752 1.696 1.934
C -4.750 2.014 -3.235
C 0.656 -1.073 1.081
C 1.928 -2.710 4.947
C -2.236 1.427 -2.140
C 2.666 -0.050 -0.112
C 3.896 -1.371 -1.730
C -1.432 2.102 0.487
C -1.097 0.349 2.195
C 1.080 1.622 -3.113
C -3.133 0.389 -2.426
C 2.809 -1.914 4.212
C 3.693 -0.160 -1.060
C -0.794 1.039 -1.719
C -4.385 0.692 -2.971
H -2.353 2.074 -0.065
H 0.719 1.453 -4.141
H -0.084 -3.547 5.001
H -0.749 -2.580 2.839
H -2.769 -0.646 -2.365
H 1.601 -3.275 -0.082
H 3.296 -3.470 -1.873
H 1.480 0.681 -2.704
H 4.333 0.706 -1.264
H -5.737 2.243 -3.655
H -5.067 -0.133 -3.214
H 3.114 -0.712 2.448
H -1.829 3.554 -2.409
H 3.826 -1.747 4.583
H -0.507 0.020 -2.051
H -0.629 0.330 3.198
H 0.441 1.771 -0.108
H 2.579 0.867 0.485
H -2.843 1.683 2.097
H 1.843 2.414 -3.085
H -1.001 3.110 0.350
H 2.237 -3.154 5.898
H -1.288 2.476 2.550
H -1.762 -0.552 2.097
H 4.671 -1.445 -2.497
H -4.088 4.084 -3.236
H 0.828 0.966 1.598
```

As for the spin multiplicity: 1. Its charge is +1. The molar mass comes out at 399.5 g/mol. For the HOMO energy, the calculation gives -11.94 eV.

Mulliken population analysis, charges in e, atoms 1 to 4: -0.4220 0.7397 -0.3274 0.2985

Entry 4:
Here is C25H27N7O7P2Ru as an isolated structure from the OMol25 dataset. Energies are from ωB97M-V with the def2-TZVPD basis set.

Structure (XYZ):
```
69
Properties=species:S:1:pos:R:3
Ru -0.629 -0.590 -0.332
P -3.491 -1.285 -1.221
P -1.584 -1.078 -3.601
O 0.312 -7.577 0.896
O -5.038 -1.159 -0.836
O -2.678 -0.103 -0.720
O -1.289 -2.312 -4.373
O -1.721 0.242 -4.494
O -0.654 -0.724 -2.452
O -3.086 -2.669 -0.863
N 0.440 1.990 -0.860
N 1.086 -7.574 -1.231
N -0.214 -2.754 -0.231
N -0.473 1.367 -0.247
N 1.322 -0.185 -0.786
N -3.685 -2.734 -3.441
N -1.195 -0.254 1.498
C -1.606 3.327 0.773
C 0.330 -5.491 -0.215
C -1.803 -3.025 4.594
C -3.377 -1.296 -3.067
C -1.441 -1.178 2.556
C -2.439 1.485 2.746
C 2.576 1.539 -1.877
C -1.296 1.968 0.686
C -1.667 1.024 1.664
C 0.582 -6.978 -0.121
C -2.671 -3.001 3.511
C 3.538 -0.623 -1.525
C 0.238 -4.778 0.966
C 2.367 -1.015 -0.915
C -4.329 -0.344 -3.786
C -0.576 -1.188 3.647
C 0.157 -4.804 -1.405
C -0.027 -3.424 0.918
C 3.638 0.668 -2.031
C 1.438 1.083 -1.235
C -0.757 -2.112 4.665
C -2.775 2.815 2.809
C -2.498 -2.074 2.491
C -0.112 -3.449 -1.374
C -2.365 3.746 1.836
H -1.942 -3.752 5.382
H 2.619 2.566 -2.210
H -0.872 0.656 -4.690
H 1.493 -7.042 -1.977
H 4.542 0.998 -2.524
H -2.647 4.785 1.930
H -5.342 -0.260 -0.649
H 0.240 -0.476 3.682
H 4.357 -1.323 -1.608
H 0.361 -5.281 1.915
H -4.650 -2.857 -3.740
H -0.084 -2.853 1.830
H -1.265 4.009 0.007
H -3.373 3.161 3.643
H -3.485 -3.710 3.454
H 2.235 -2.017 -0.532
H -3.000 -3.012 -4.168
H 0.193 -5.300 -2.366
H 1.318 -8.551 -1.161
H -0.081 -2.122 5.510
H -5.364 -0.575 -3.524
H -3.149 -2.079 1.627
H -2.759 0.795 3.515
H -4.210 -0.393 -4.867
H -0.253 -2.908 -2.295
H -3.498 -3.281 -2.572
H -4.118 0.680 -3.482
```

As for the spin multiplicity: 2. Its expectation value of S² is 0.759. Its charge is +1. The molar mass comes out at 700.6 g/mol. For the HOMO energy (alpha / beta), the calculation gives -10.23 / -10.45 eV.

Mulliken population analysis, charges in e, atoms 1 to 4: -0.1800 0.4903 0.5224 -0.5880

Entry 5:
Here is C25H28AsCl3F6FeN6OS3Sb as an isolated structure from the OMol25 dataset. Energies are from ωB97M-V with the def2-TZVPD basis set.

Structure (XYZ):
```
75
Properties=species:S:1:pos:R:3
Sb 2.354 -0.650 3.794
As 1.931 -3.919 1.924
Fe 1.714 -1.093 1.113
Cl -1.305 3.662 -1.147
Cl -0.911 -0.346 -3.161
Cl -4.132 -4.076 -5.240
S 1.934 3.795 0.952
S 6.136 -0.698 -0.645
S -0.952 4.383 -4.025
F 1.683 -3.143 0.293
F 0.662 -4.987 1.651
F 0.764 -2.620 2.396
F 3.155 -4.874 1.241
F 3.111 -2.535 2.069
F 2.222 -4.317 3.539
O -4.596 1.794 -2.288
N -2.363 -0.204 -0.132
N -0.334 -0.841 0.403
N 1.952 1.234 1.096
N 4.541 -2.846 -0.531
N 3.649 -0.729 0.035
N 0.022 2.226 2.030
C -2.521 -0.969 -3.364
C 2.148 1.256 4.782
C 1.541 -1.968 5.274
C -4.886 -0.845 -3.047
C 5.371 0.785 -0.250
C -3.623 -0.303 -2.824
C -3.495 0.971 -2.019
C -1.157 -1.949 0.405
C -5.056 -1.997 -3.791
C 1.222 2.278 1.417
C -3.943 -2.640 -4.315
C 4.421 -1.004 4.213
C -1.099 0.184 0.069
C -3.427 3.920 -4.485
C 3.130 1.609 0.471
C -2.415 -1.561 0.068
C 4.071 0.587 0.075
C -3.460 0.667 -0.501
C -2.283 4.317 -5.099
C -1.956 3.861 -2.723
C 3.284 2.945 0.314
C -4.342 3.192 -2.175
C -3.257 3.662 -3.097
C -2.671 -2.128 -4.106
C 4.625 -1.532 -0.344
H 3.672 -3.336 -0.396
H 5.923 1.709 -0.254
H -0.768 1.200 -0.063
H 1.897 -1.600 6.237
H 4.549 -0.845 5.284
H 0.455 -1.985 5.251
H 2.641 1.154 5.749
H -3.360 1.610 0.039
H -6.044 -2.395 -3.973
H -0.800 -2.939 0.625
H -2.563 1.471 -2.296
H -4.095 3.465 -1.145
H -4.401 0.198 -0.219
H -5.744 -0.320 -2.647
H -2.145 4.590 -6.133
H -3.322 -2.132 -0.028
H -1.809 -2.622 -4.532
H -5.286 3.662 -2.445
H 1.924 -2.969 5.089
H 2.642 2.032 4.202
H 5.354 -3.378 -0.786
H 1.102 1.514 4.929
H -0.326 1.348 2.373
H 4.666 -2.030 3.954
H -0.408 3.074 2.357
H 5.057 -0.320 3.656
H -4.373 3.812 -4.996
H 4.098 3.478 -0.148
```

As for the spin multiplicity: 2. Its expectation value of S² is 0.778. Its charge is +2. The molar mass comes out at 997.6 g/mol. For the HOMO energy (alpha / beta), the calculation gives -12.87 / -12.87 eV.

Mulliken population analysis, charges in e, atoms 1 to 4: 0.5231 2.2195 0.8729 -0.0729

Entry 6:
Here is C25H28BN7O2Re as an isolated structure from the OMol25 dataset. Energies are from ωB97M-V with the def2-TZVPD basis set.

Structure (XYZ):
```
64
Properties=species:S:1:pos:R:3
Re 0.958 1.221 -0.449
O 0.430 -0.673 0.193
O 1.355 -0.774 -1.796
N 0.198 4.044 0.147
N 2.306 3.780 -1.123
N 0.121 3.400 -2.277
N 2.511 2.420 -0.750
N 0.142 2.688 0.585
N 0.027 2.006 -1.954
N -0.251 -3.007 1.573
C 0.817 -1.402 -0.836
C -0.271 3.544 -3.550
C 0.273 -3.579 0.403
C -0.676 2.308 -4.071
C -0.494 1.367 -3.067
C 2.761 -1.322 2.208
C -3.429 -1.121 1.253
C -0.385 2.692 1.854
C -0.634 4.012 2.220
C 0.430 -4.976 0.407
C 0.656 -2.861 -0.773
C -2.449 -2.082 0.965
C 3.506 4.360 -1.249
C -2.213 -0.419 3.231
C 4.504 3.427 -0.948
C -2.634 -3.069 -0.142
C -0.243 4.819 1.149
C 0.807 -5.666 -0.745
C -4.650 -0.970 0.391
C -1.233 -1.363 2.961
C -1.308 -2.128 1.789
C 0.977 -3.571 -1.934
C -3.299 -0.294 2.364
C 3.865 2.235 -0.627
C 1.058 -4.964 -1.932
B 0.838 4.323 -1.255
H 0.205 -5.523 1.331
H 2.697 -2.393 2.437
H -0.386 -1.527 3.632
H 1.145 -3.011 -2.853
H -1.919 -2.907 -0.960
H 3.571 5.399 -1.543
H 5.563 3.593 -0.954
H -4.076 0.450 2.551
H -0.254 4.521 -4.011
H 0.889 -6.753 -0.709
H -0.598 0.291 -3.047
H 0.819 5.484 -1.547
H -2.136 0.210 4.117
H -5.272 -1.872 0.401
H -1.050 4.330 3.156
H -1.061 2.092 -5.054
H -5.254 -0.149 0.782
H -2.529 -4.109 0.201
H 2.478 -1.167 1.157
H -3.641 -2.967 -0.557
H -0.491 1.756 2.381
H 2.066 -0.772 2.851
H -0.256 5.898 1.047
H 4.246 1.271 -0.314
H 0.179 -3.368 2.422
H 3.777 -0.938 2.363
H -4.397 -0.738 -0.650
H 1.313 -5.504 -2.849
```

As for the spin multiplicity: 4. Its expectation value of S² is 3.771. Its charge is +2. The molar mass comes out at 655.6 g/mol. For the HOMO energy (alpha / beta), the calculation gives -12.47 / -12.46 eV.

Mulliken population analysis, charges in e, atoms 1 to 4: 1.3381 -0.3864 -0.8175 -0.0749

Entry 7:
Here is C25H28Br2FeN6O3S3 as an isolated structure from the OMol25 dataset. Energies are from ωB97M-V with the def2-TZVPD basis set.

Structure (XYZ):
```
68
Properties=species:S:1:pos:R:3
Br -3.779 -4.827 3.944
Br -0.460 -0.422 5.014
Fe 0.147 -0.249 -0.070
S 3.422 1.243 0.092
S 1.796 -2.519 -0.071
S -0.067 0.451 -2.963
O -0.192 -0.518 1.977
O 3.129 1.967 1.291
O 3.548 1.981 -1.131
N -1.014 1.734 0.149
N -1.634 3.973 -0.581
N -3.366 2.347 -0.106
N -1.381 -2.031 0.157
N -2.058 3.296 1.695
N 2.273 0.029 -0.102
C 6.114 0.358 0.438
C -1.079 2.236 1.557
C 0.009 -0.723 -4.342
C -2.078 -2.609 4.216
C 6.960 -0.741 0.542
C -1.904 -2.826 -0.771
C -2.954 3.469 -0.960
C -2.456 -3.324 1.891
C -1.688 4.408 0.818
C 4.769 0.105 0.294
C -1.631 -2.281 1.453
C -1.574 -2.525 -2.193
C -2.726 -3.907 -0.415
C -3.370 2.795 1.293
C 4.254 -1.184 0.252
C -0.961 -1.397 2.402
C -2.664 -3.465 3.301
C -1.244 -1.593 3.789
C -0.661 2.906 -0.708
C -2.384 1.290 -0.240
C 1.498 1.302 -3.247
C 6.457 -2.038 0.513
C 2.797 -1.175 0.037
C -3.009 -4.152 0.901
C 5.095 -2.275 0.376
H -0.092 2.609 1.834
H 2.304 0.575 -3.311
H 6.495 1.370 0.468
H -2.674 0.451 0.399
H -2.929 3.134 -1.998
H 7.137 -2.875 0.591
H 0.259 -0.168 -5.243
H -3.131 -4.542 -1.191
H -3.684 4.274 -0.868
H -2.430 5.201 0.913
H -3.644 1.954 1.933
H 4.695 -3.280 0.363
H -2.353 0.962 -1.282
H -1.974 -1.545 -2.456
H -2.272 -2.731 5.272
H -3.643 -4.980 1.187
H -1.985 -3.272 -2.867
H -0.623 2.583 -1.747
H 1.432 1.884 -4.164
H -0.488 -2.489 -2.300
H 1.695 1.958 -2.406
H -0.973 -1.172 -4.462
H 0.323 3.269 -0.405
H 0.757 -1.489 -4.148
H 8.025 -0.582 0.645
H -0.713 4.796 1.117
H -4.112 3.585 1.414
H -1.338 1.412 2.218
```

As for the spin multiplicity: 6. Its expectation value of S² is 8.793. Its charge is +1. The molar mass comes out at 772.4 g/mol. For the HOMO energy (alpha / beta), the calculation gives -11.14 / -11.25 eV.

Mulliken population analysis, charges in e, atoms 1 to 4: -0.1161 -0.0554 0.6146 1.0248

Number 1: maximum force 0.024 hartree/bohr. Number 2: maximum force 0.025 hartree/bohr. Number 3: maximum force 0.063 hartree/bohr. Number 4: maximum force 0.017 hartree/bohr. Number 5: maximum force 0.049 hartree/bohr. Number 6: maximum force 0.075 hartree/bohr. Number 7: maximum force 0.015 hartree/bohr.